Record 1
{
  "formula": "C62H55N4O3PdSe2Te2",
  "method": "wB97M-V/def2-TZVPD",
  "symbols": ["Pd", "C", "C", "C", "C", "C", "O", "C", "C", "C", "C", "C", "C", "C", "O", "C", "C", "C", "N", "C", "C", "Te", "C", "C", "C", "C", "C", "C", "C", "C", "C", "C", "C", "C", "H", "H", "H", "H", "H", "H", "H", "H", "H", "H", "H", "H", "H", "H", "H", "H", "H", "H", "H", "H", "H", "H", "H", "H", "Se", "Se", "C", "C", "C", "C", "C", "N", "C", "C", "C", "C", "C", "N", "H", "H", "H", "H", "H", "H", "H", "H", "C", "C", "C", "C", "C", "C", "Te", "N", "C", "O", "C", "C", "C", "C", "C", "C", "C", "C", "C", "C", "C", "C", "C", "C", "C", "C", "H", "H", "H", "H", "H", "H", "H", "H", "H", "H", "H", "H", "H", "H", "H", "H", "H", "H", "H", "H", "H", "H", "H"],
  "positions_angstrom": [[-0.0382, -0.0298, -0.0668], [-1.8064, -6.7800, 0.9005], [-1.7012, -5.2855, 0.9592], [-2.8066, -4.4717, 1.2016], [-2.6978, -3.0959, 1.2567], [-3.9222, -2.2943, 1.4893], [-4.8064, -2.6919, 2.2267], [-4.0642, -1.0309, 0.7243], [-4.9237, -0.0425, 1.1986], [-5.1367, 1.1108, 0.4677], [-4.4978, 1.2875, -0.7492], [-3.6602, 0.2973, -1.2378], [-3.4397, -0.8566, -0.5098], [-1.4215, -2.4457, 1.1629], [-1.2991, -1.2184, 1.4570], [-0.2927, -3.2919, 0.8596], [-0.4752, -4.6789, 0.7769], [1.0328, -2.7598, 0.6250], [1.3119, -1.5473, 0.2637], [2.6889, -1.1560, 0.0599], [3.0719, -0.0119, 0.9702], [5.1368, 0.5244, 0.7064], [5.5951, -0.8855, 2.2841], [5.9660, -2.1881, 1.9860], [6.2433, -3.0846, 3.0046], [6.1274, -2.6919, 4.3262], [5.7028, -1.4093, 4.6286], [5.4432, -0.5084, 3.6109], [2.1323, -3.7605, 0.7917], [2.7145, -4.3552, -0.3254], [3.7365, -5.2717, -0.1713], [4.2003, -5.5835, 1.0971], [3.6196, -4.9992, 2.2102], [2.5779, -4.1013, 2.0634], [-2.8421, -7.1001, 0.9683], [-1.2470, -7.2190, 1.7278], [-1.3854, -7.1563, -0.0317], [-3.7871, -4.9107, 1.3328], [-5.4211, -0.1974, 2.1452], [-5.8074, 1.8721, 0.8421], [-4.6539, 2.1896, -1.3256], [-3.1883, 0.4265, -2.2028], [-2.8346, -1.6562, -0.9210], [0.3758, -5.3082, 0.5541], [2.7995, -0.8302, -0.9826], [3.3784, -1.9873, 0.2441], [2.9960, -0.3169, 2.0109], [2.4369, 0.8541, 0.8004], [6.0437, -2.5070, 0.9547], [6.5516, -4.0894, 2.7549], [6.3617, -3.3825, 5.1214], [5.5761, -1.1017, 5.6556], [5.1216, 0.4950, 3.8563], [2.3603, -4.0925, -1.3131], [4.1699, -5.7391, -1.0431], [5.0160, -6.2790, 1.2184], [3.9777, -5.2437, 3.2000], [2.1118, -3.6593, 2.9345], [-0.3975, 1.5945, -2.4206], [2.2996, 0.7517, -3.0016], [2.7488, 2.1026, -1.7660], [3.9246, 2.8310, -1.9437], [4.2163, 3.8332, -1.0435], [3.3148, 4.0900, -0.0160], [2.1656, 3.3249, 0.0656], [1.8924, 2.3370, -0.7768], [-0.7974, -0.1731, -2.8986], [-1.2852, -0.5159, -4.1617], [-1.4142, -1.8454, -4.4902], [-1.0755, -2.7992, -3.5328], [-0.6414, -2.3787, -2.2919], [-0.4986, -1.0931, -1.9691], [4.5642, 2.5940, -2.7807], [5.1105, 4.4293, -1.1511], [3.5070, 4.8684, 0.7045], [1.4165, 3.5190, 0.8239], [-1.5249, 0.2757, -4.8536], [-1.7594, -2.1406, -5.4703], [-1.1405, -3.8525, -3.7472], [-0.3854, -3.1075, -1.5338], [4.7600, 0.4427, 9.1443], [3.8519, 0.4514, 7.9509], [3.6424, 1.6072, 7.2159], [2.8381, 1.6109, 6.0844], [2.6657, 2.8885, 5.3186], [2.2198, 0.4341, 5.6651], [1.1168, 0.3527, 3.7301], [0.2076, 1.1018, 1.5807], [-0.7627, 1.8797, 1.2360], [-1.3912, 1.5458, 0.1609], [-1.0684, 3.1728, 1.8872], [-0.2492, 3.6840, 2.8873], [-0.4574, 4.9555, 3.3872], [-1.4888, 5.7339, 2.8827], [-2.3164, 5.2241, 1.8931], [-2.1111, 3.9502, 1.3927], [-0.6227, -0.4278, 4.6557], [-1.0001, -1.7010, 4.2588], [-2.1537, -2.2816, 4.7504], [-2.9237, -1.5835, 5.6646], [-2.5177, -0.3329, 6.0987], [-1.3664, 0.2686, 5.6035], [-0.9352, 1.6169, 6.0914], [2.4377, -0.7410, 6.3864], [1.8661, -2.0547, 5.9536], [3.2367, -0.7132, 7.5213], [5.0444, 1.4538, 9.4282], [5.6686, -0.1181, 8.9181], [4.2780, -0.0383, 9.9943], [4.1216, 2.5256, 7.5237], [3.2575, 3.6853, 5.7619], [1.6208, 3.1950, 5.3222], [2.9859, 2.7554, 4.2840], [0.5709, 3.0803, 3.2594], [0.1961, 5.3373, 4.1597], [-1.6345, 6.7394, 3.2515], [-3.1208, 5.8289, 1.4982], [-2.7278, 3.5433, 0.6053], [-0.3811, -2.2398, 3.5559], [-2.4491, -3.2663, 4.4190], [-3.8366, -2.0198, 6.0422], [-3.1110, 0.1927, 6.8345], [-1.7032, 2.0699, 6.7150], [-0.7344, 2.2774, 5.2453], [-0.0192, 1.5249, 6.6799], [1.9812, -2.1704, 4.8716], [0.8029, -2.1234, 6.1920], [2.3862, -2.8682, 6.4566], [3.3994, -1.6297, 8.0722]],
  "forces_ev_per_a": [[-1.0, -1.0, -0.2], [0.1, 0.0, 0.0], [0.1, 0.0, -0.1], [0.2, 0.2, -0.1], [0.3, -0.2, 0.1], [0.0, -0.1, 0.1], [0.0, 0.1, 0.0], [-0.3, 0.4, -0.2], [0.1, -0.2, 0.1], [0.0, 0.2, 0.0], [0.0, 0.0, 0.0], [-0.1, 0.0, -0.2], [-0.3, -0.1, 0.0], [0.0, -0.5, 0.2], [0.1, 0.2, -0.2], [-0.5, 0.2, 0.1], [-0.2, 0.0, 0.1], [0.1, 0.1, 0.0], [-0.1, -0.4, 0.3], [0.9, 0.1, -0.3], [0.1, 0.2, -0.1], [-0.1, -0.6, 0.7], [-0.1, 0.4, -0.6], [0.1, 0.0, -0.2], [0.1, -0.1, 0.0], [0.0, -0.1, 0.0], [0.0, 0.0, 0.1], [-0.1, 0.2, 0.0], [0.4, 0.0, -0.1], [-0.2, 0.1, 0.1], [0.1, -0.1, 0.0], [0.0, 0.0, 0.0], [0.0, -0.1, 0.1], [-0.1, 0.1, -0.1], [-0.1, -0.1, 0.0], [-0.1, -0.2, 0.0], [0.0, -0.1, 0.0], [-0.1, 0.0, 0.0], [0.0, 0.0, 0.1], [0.0, 0.0, 0.0], [0.0, 0.0, 0.0], [0.0, 0.0, 0.0], [0.0, 0.1, 0.1], [0.0, -0.1, 0.0], [0.0, -0.2, 0.2], [-0.2, 0.2, -0.1], [0.2, 0.0, -0.1], [0.2, -0.1, 0.1], [0.0, 0.0, 0.0], [0.0, -0.1, 0.0], [0.0, -0.1, 0.1], [0.0, 0.0, 0.1], [0.0, 0.1, 0.0], [0.0, 0.0, -0.1], [0.1, 0.0, -0.1], [0.1, -0.1, 0.0], [0.0, 0.0, 0.1], [0.0, 0.1, 0.0], [0.3, -0.2, -0.1], [0.0, -0.2, -0.5], [-0.1, 0.0, 0.0], [0.1, 0.0, 0.0], [-0.1, 0.0, 0.1], [0.1, 0.1, 0.0], [0.2, 0.3, 0.0], [0.2, 0.3, 0.0], [-0.1, -0.1, -0.4], [0.1, 0.1, 0.2], [0.0, -0.1, 0.2], [0.0, 0.2, -0.1], [0.1, -0.4, 0.1], [-0.2, 0.8, 0.1], [0.1, 0.1, 0.0], [0.1, 0.0, 0.0], [0.0, 0.1, 0.1], [0.1, 0.0, 0.1], [0.0, 0.0, -0.1], [0.0, 0.0, -0.1], [0.0, -0.1, 0.0], [-0.1, 0.1, 0.0], [0.0, 0.0, 0.0], [0.0, 0.0, 0.0], [0.0, -0.1, 0.0], [-0.1, 0.1, -0.2], [0.0, 0.0, 0.0], [0.0, 0.4, -0.2], [0.1, -1.0, 0.6], [0.5, -0.1, 0.2], [-0.2, 0.4, 0.2], [-0.1, 0.1, 0.1], [-0.2, 0.2, 0.0], [0.0, -0.1, 0.0], [0.0, 0.0, 0.1], [0.0, 0.0, 0.0], [-0.1, 0.1, 0.0], [0.1, -0.1, 0.0], [0.0, 0.1, -0.2], [0.2, -0.1, -0.3], [0.0, -0.1, 0.1], [0.0, 0.0, 0.0], [0.0, 0.0, 0.1], [0.1, 0.2, 0.0], [0.0, 0.0, 0.0], [-0.2, -0.2, -0.2], [-0.1, -0.1, 0.0], [0.0, 0.2, 0.0], [0.0, 0.0, 0.0], [0.0, 0.0, 0.1], [0.0, 0.0, 0.1], [0.1, 0.1, 0.0], [0.0, 0.1, 0.0], [-0.1, 0.1, -0.1], [0.0, 0.1, -0.1], [0.0, 0.1, -0.1], [0.0, 0.1, 0.0], [-0.1, 0.0, 0.0], [0.0, 0.0, 0.0], [-0.1, 0.0, -0.1], [0.0, -0.1, -0.1], [0.0, 0.0, -0.1], [-0.1, 0.0, 0.0], [0.0, 0.1, 0.0], [0.0, 0.1, 0.0], [0.0, 0.1, 0.1], [0.0, 0.1, 0.0], [-0.1, -0.2, 0.1], [0.1, 0.0, -0.1], [0.0, -0.1, -0.1], [0.0, -0.1, 0.0]],
  "lowdin_charge": [1.062, -0.056, -0.269, 0.038, -0.086, -0.312, 0.089, -0.139, -0.009, -0.078, -0.086, -0.091, -0.029, -0.357, -0.098, -0.115, 0.010, -0.193, 0.005, -0.325, -0.551, 1.279, -0.526, -0.146, -0.104, -0.086, -0.081, -0.148, -0.215, -0.036, -0.065, -0.084, -0.079, -0.007, 0.073, 0.080, 0.077, 0.127, 0.116, 0.101, 0.105, 0.077, 0.103, 0.122, 0.027, 0.094, -0.048, -0.015, 0.094, 0.101, 0.101, 0.097, 0.089, 0.126, 0.106, 0.103, 0.107, 0.113, 0.873, 0.693, -0.780, -0.147, -0.092, -0.068, -0.142, -0.064, -0.761, -0.099, -0.048, -0.043, -0.115, -0.042, 0.095, 0.108, 0.100, 0.093, 0.107, 0.112, 0.105, 0.101, -0.045, -0.271, -0.012, -0.322, -0.069, -0.328, 1.763, -0.167, -0.601, -0.219, -0.147, -0.084, -0.076, -0.080, -0.067, 0.000, -0.407, -0.156, -0.059, -0.055, -0.038, -0.295, -0.048, -0.300, -0.058, -0.022, 0.075, 0.083, 0.082, 0.115, 0.082, 0.058, 0.072, 0.038, 0.103, 0.102, 0.105, 0.112, 0.086, 0.113, 0.109, 0.111, 0.084, 0.053, 0.079, 0.043, 0.082, 0.083, 0.122],
  "e_tot_ev": -226044.35828,
  "lumo_energy_ev": [-0.014, -2.687],
  "orbital_gap_ev": [6.760, 4.090],
  "multiplicity": 4,
  "s2": 3.791,
  "total_charge": 0,
  "e_above_lowest_kj_mol": 178.53,
  "homo_ev": [-6.8, -6.8],
  "largest_force_ha_per_bohr": 0.028
}

=====

Record 2
{
  "formula": "C3H4O",
  "method": "wB97M-V/def2-TZVPD",
  "symbols": ["C", "C", "C", "O", "H", "H", "H", "H"],
  "positions_angstrom": [[1.8323, 0.3115, -0.1889], [0.7250, -0.0971, -0.1545], [-0.6868, -0.3664, -0.0400], [-1.6750, 0.6544, -0.2268], [2.9059, 0.2858, -0.1414], [-0.6811, -0.8079, 0.9037], [-0.7981, -1.2060, -0.6809], [-1.6221, 1.2257, 0.5289]],
  "forces_ev_per_a": [[3.1, -0.4, 0.1], [-1.7, 1.5, -0.4], [0.1, 0.1, -0.6], [1.0, -1.2, -0.6], [-0.4, 0.6, -0.2], [-1.0, -0.6, 2.1], [-1.2, -0.5, -1.0], [0.0, 0.5, 0.5]],
  "lowdin_charge": [0.106, -0.133, -0.276, -0.021, 0.035, 0.099, 0.114, 0.077],
  "smiles": "C#CCO",
  "e_tot_ev": -5220.40739,
  "lumo_energy_ev": 0.839,
  "orbital_gap_ev": 11.038,
  "total_charge": 0,
  "e_above_lowest_kj_mol": 166.86,
  "homo_ev": -10.2,
  "largest_force_ha_per_bohr": 0.061
}

=====

Record 3
{
  "formula": "C4H7N",
  "method": "wB97M-V/def2-TZVPD",
  "symbols": ["C", "C", "C", "C", "N", "H", "H", "H", "H", "H", "H", "H"],
  "positions_angstrom": [[-0.3564, -0.9938, -0.8269], [-0.4765, -0.5068, 0.5444], [1.8025, 0.7684, 0.4158], [-1.4348, 0.4195, 0.0367], [1.1239, -0.2671, 0.7072], [-0.6474, -2.0107, -1.0591], [0.0871, -0.4412, -1.6429], [-0.7866, -1.2225, 1.2968], [1.3741, 1.7775, 0.3397], [2.8841, 0.7139, 0.2416], [-1.1534, 1.2884, -0.5439], [-2.4165, 0.4745, 0.4907]],
  "forces_ev_per_a": [[-3.3, 0.1, -0.1], [5.4, 0.8, 0.0], [-1.3, 0.0, 0.5], [0.2, -0.5, -1.1], [-0.4, 0.0, 0.7], [-0.5, 0.2, -0.1], [0.3, 0.2, 0.5], [0.1, 0.1, -0.1], [-0.1, -0.1, -0.3], [-0.3, -0.3, 0.3], [0.3, -0.1, 0.1], [-0.2, -0.4, -0.4]],
  "lowdin_charge": [0.036, -0.444, -0.120, 0.024, -0.009, 0.066, 0.073, 0.130, 0.059, 0.057, 0.062, 0.065],
  "e_tot_ev": -5747.04621,
  "lumo_energy_ev": 0.919,
  "orbital_gap_ev": 9.289,
  "total_charge": 0,
  "e_above_lowest_kj_mol": 421.70,
  "homo_ev": -8.4,
  "largest_force_ha_per_bohr": 0.106
}

=====

| no. | molar mass (g mol⁻¹) |
| --- | --- |
| 1 | 1423.687 |
| 2 | 56.064 |
| 3 | 69.107 |